Record 1
Formula: C4H10F2NO4
Source: OMol25
Level of theory: ωB97M-V/def2-TZVPD

```
21
Properties=species:S:1:pos:R:3:mulliken_charge:R:1
C 3.42 1.22 -0.16 -0.61
C -3.53 -0.17 -0.27 -0.32
C 2.30 -0.95 -0.81 0.26
C -2.48 -0.62 0.71 -0.42
N -0.11 -1.13 0.36 0.39
O 3.92 1.18 1.06 -0.33
O -3.06 0.75 -1.17 -0.48
O 2.06 -1.62 0.06 -0.11
O -1.29 -1.30 0.09 -0.13
F 0.08 -0.51 1.59 -0.20
F 0.44 0.19 -0.51 -0.46
H 2.48 1.69 -0.34 0.36
H 4.18 1.60 -0.80 0.40
H -4.25 0.27 0.42 0.36
H -4.05 -0.97 -0.86 0.28
H 3.01 0.17 -0.70 0.28
H 1.99 -1.08 -1.97 0.31
H -2.76 -1.41 1.35 0.37
H -2.04 0.16 1.34 0.33
H 3.32 1.04 1.85 0.40
H -3.63 1.48 -1.22 0.31
```

For the energy relative to the best compared isomer or geometry (same formula, charge and spin), the calculation gives 86.63 kJ/mol. The HOMO-LUMO gap (alpha / beta) is 0.3214 / 0.1958 Ha. The total energy is -19405.288 eV. The expectation value of S² is 2.007. As for the net charge: +1. The spin multiplicity is 3.

=====

Record 2
Formula: C4H10F3OPSi
Source: OMol25
Level of theory: ωB97M-V/def2-TZVPD

```
20
Properties=species:S:1:pos:R:3:mulliken_charge:R:1
C -0.29 1.14 2.08 -0.72
C 0.29 -2.40 -0.31 -1.20
C -1.50 -0.35 -1.42 -1.23
C -0.16 -0.33 1.68 -0.77
O 0.93 0.19 -0.64 -0.08
F 0.70 2.80 -0.14 -0.25
F 1.26 2.08 -2.39 -0.30
F 2.98 1.69 -0.21 -0.26
Si 1.52 1.66 -0.81 0.52
P -0.26 -0.71 0.02 1.13
H -1.36 1.54 1.98 0.23
H -0.01 1.17 3.09 0.34
H 0.43 1.71 1.47 0.16
H 0.45 -3.11 0.51 0.37
H -0.24 -2.90 -1.10 0.40
H 1.27 -2.38 -0.76 0.34
H -2.34 -1.09 -1.31 0.36
H -1.61 0.80 -1.59 0.31
H -1.06 -0.59 -2.34 0.45
H -1.00 -0.91 2.17 0.20
```

For the energy relative to the best compared isomer or geometry (same formula, charge and spin), the calculation gives 89.50 kJ/mol. The HOMO-LUMO gap is 0.3024 Ha. The total energy is -31681.642 eV. As for the SMILES: CC=P(C)(C)O[Si](F)(F)F.

=====

Record 3
Formula: C4H10FNO
Source: OMol25
Level of theory: ωB97M-V/def2-TZVPD

```
17
Properties=species:S:1:pos:R:3:mulliken_charge:R:1
C -1.67 -0.63 1.25 -1.38
C 1.60 0.09 -1.20 -0.99
C -0.92 -0.15 -0.01 -0.23
C 1.44 0.75 0.10 0.58
N 0.15 0.78 0.45 -0.10
O 2.36 1.23 0.73 -0.69
F 3.43 -1.02 0.50 -0.43
H -2.57 -1.10 0.91 0.37
H -1.12 -1.28 1.87 0.35
H -2.07 0.20 1.78 0.42
H 1.16 -0.85 -1.18 0.34
H 1.15 0.80 -1.95 0.32
H 2.77 -0.02 -1.27 0.37
H -0.64 -0.89 -0.78 0.31
H -1.69 0.45 -0.61 0.20
H -0.25 1.23 1.17 0.18
H 3.39 -0.08 0.29 0.36
```

For the energy relative to the best compared isomer or geometry (same formula, charge and spin), the calculation gives 69.73 kJ/mol. The HOMO-LUMO gap is 0.3953 Ha. The total energy is -10564.657 eV. As for the SMILES: CCNC(C)=O.F.

=====

Record 4
Formula: C4H10FP
Source: OMol25
Level of theory: ωB97M-V/def2-TZVPD

```
16
Properties=species:S:1:pos:R:3:mulliken_charge:R:1
C -2.01 0.85 0.60 -1.14
C 1.34 0.98 0.13 -1.11
C 1.32 -1.95 0.04 -0.93
C -1.18 -0.35 -0.22 0.14
F -2.13 -1.37 -0.01 -0.33
P 0.36 -0.47 0.77 0.05
H -2.26 1.59 -0.15 0.28
H -1.27 1.25 1.30 0.34
H -2.78 0.38 1.20 0.38
H 0.67 1.65 -0.31 0.37
H 1.77 0.58 -0.83 0.33
H 2.00 1.49 0.76 0.37
H 0.47 -2.56 -0.39 0.28
H 1.76 -2.49 0.87 0.29
H 2.01 -1.56 -0.64 0.33
H -1.15 -0.26 -1.38 0.35
```

For the energy relative to the best compared isomer or geometry (same formula, charge and spin), the calculation gives 82.13 kJ/mol. The HOMO-LUMO gap is 0.3520 Ha. The total energy is -16314.855 eV. As for the SMILES: C[C@H](F)P(C)C.

=====

Record 5
Formula: C4H10I2Si
Source: OMol25
Level of theory: ωB97M-V/def2-TZVPD

```
17
Properties=species:S:1:pos:R:3:mulliken_charge:R:1
C -0.86 -0.51 2.12 -1.16
C -0.37 1.12 -2.24 -1.12
C 0.50 0.08 1.77 -0.51
C -0.47 -0.23 -1.57 -0.60
Si 1.11 -0.46 0.06 0.39
I 1.77 -2.85 0.08 -0.16
I 3.04 0.94 -0.59 -0.15
H -1.62 -0.20 1.41 0.31
H -0.83 -1.60 2.14 0.29
H -1.18 -0.18 3.11 0.36
H -0.48 1.93 -1.52 0.31
H 0.58 1.23 -2.76 0.29
H -1.17 1.22 -2.98 0.35
H 1.23 -0.23 2.52 0.35
H 0.45 1.17 1.80 0.38
H -0.27 -1.04 -2.27 0.34
H -1.42 -0.39 -1.08 0.34
```

For the energy relative to the best compared isomer or geometry (same formula, charge and spin), the calculation gives 62.16 kJ/mol. The HOMO-LUMO gap is 0.3496 Ha. The total energy is -28391.148 eV. As for the SMILES: CC[Si](I)(I)CC.

=====

Record 6
Formula: C4H10IN2S
Source: OMol25
Level of theory: ωB97M-V/def2-TZVPD

```
18
Properties=species:S:1:pos:R:3:mulliken_charge:R:1
C 0.45 0.08 -1.25 0.26
C 0.60 1.03 -0.06 0.22
C 1.31 -0.30 -0.06 -0.60
C -0.84 -0.69 -1.58 -1.49
N -0.34 0.99 1.09 -0.63
N 0.80 -1.33 0.91 -0.27
S 1.61 2.56 -0.21 -0.11
I 3.44 -0.14 0.04 0.25
H 0.97 0.40 -2.16 0.46
H -1.42 -1.07 -0.67 0.32
H -0.74 -1.64 -2.12 0.38
H -1.50 -0.02 -2.10 0.37
H 0.30 1.16 1.88 0.29
H -1.09 1.62 1.05 0.23
H 1.46 -1.49 1.61 0.37
H 0.38 -2.18 0.49 0.33
H 0.03 -0.70 1.37 0.43
H 0.48 3.33 -0.42 0.18
```

For the energy relative to the best compared isomer or geometry (same formula, charge and spin), the calculation gives 33.59 kJ/mol. The HOMO-LUMO gap is 0.3470 Ha. The total energy is -26218.162 eV. As for the net charge: +1.

=====

Record 7
Formula: C4H10N
Source: OMol25
Level of theory: ωB97M-V/def2-TZVPD

```
15
Properties=species:S:1:pos:R:3:mulliken_charge:R:1
C -0.17 2.38 -0.30 -0.71
C -0.16 1.44 -1.21 -0.11
C -0.07 -1.68 1.08 -0.85
C -0.36 -0.14 -0.84 -0.30
N 0.51 -0.46 0.31 -0.24
H 0.13 3.31 -0.67 0.30
H -0.37 2.07 0.76 0.21
H 0.14 1.75 -2.19 0.31
H 0.56 -1.86 2.00 0.35
H -1.10 -1.50 1.23 0.41
H 0.29 -2.52 0.45 0.36
H -0.11 -0.41 -1.89 0.28
H -1.39 -0.33 -0.49 0.27
H 0.44 0.37 0.99 0.34
H 1.59 -0.63 0.20 0.39
```

For the energy relative to the best compared isomer or geometry (same formula, charge and spin), the calculation gives 245.00 kJ/mol. The HOMO-LUMO gap is 0.4111 Ha. The total energy is -5791.319 eV. As for the net charge: +1. As for the SMILES: C=CC[NH2+]C.

=====

Record 8
Formula: C4H10N
Source: OMol25
Level of theory: ωB97M-V/def2-TZVPD

```
15
Properties=species:S:1:pos:R:3:mulliken_charge:R:1
C -1.92 -1.49 0.07 -0.17
C 1.72 -0.16 -0.58 -1.18
C -0.76 1.43 -0.45 -0.75
C 0.76 -0.16 0.61 -0.18
N -0.49 0.42 0.44 -0.11
H -1.69 -2.32 0.71 0.31
H -2.93 -1.24 -0.20 0.32
H 2.60 -0.75 -0.32 0.36
H 1.23 -0.63 -1.43 0.36
H 2.05 0.84 -0.84 0.36
H -0.28 1.33 -1.44 0.35
H -0.33 2.35 -0.01 0.37
H -1.83 1.60 -0.54 0.31
H 1.22 0.41 1.44 0.34
H 0.64 -1.16 1.03 0.31
```

For the energy relative to the best compared isomer or geometry (same formula, charge and spin), the calculation gives 744.81 kJ/mol. The HOMO-LUMO gap (alpha / beta) is 0.2908 / 0.2930 Ha. The total energy is -5786.139 eV. As for the net charge: +1.

=====

Record 9
Formula: C4H10N
Source: OMol25
Level of theory: ωB97M-V/def2-TZVPD

```
15
Properties=species:S:1:pos:R:3:mulliken_charge:R:1
C -0.37 0.38 -2.40 -1.23
C -0.71 0.78 -0.98 -0.32
C 0.21 0.11 -0.01 -0.33
C -0.13 -0.24 1.21 -0.19
N 0.81 -0.89 2.15 -0.30
H -0.39 -0.71 -2.52 0.34
H 0.64 0.72 -2.66 0.32
H -1.01 0.79 -3.18 0.35
H -1.73 0.54 -0.71 0.35
H -0.64 1.86 -0.82 0.29
H 1.22 -0.15 -0.33 0.26
H -1.09 -0.07 1.65 0.35
H 1.79 -0.70 1.95 0.37
H 0.61 -0.57 3.10 0.39
H 0.74 -1.92 2.19 0.36
```

For the energy relative to the best compared isomer or geometry (same formula, charge and spin), the calculation gives 95.02 kJ/mol. The HOMO-LUMO gap is 0.4052 Ha. The total energy is -5792.873 eV. As for the net charge: +1. As for the SMILES: CC/C=C/[NH3+].

=====

Record 10
Formula: C4H10N
Source: OMol25
Level of theory: ωB97M-V/def2-TZVPD

```
15
Properties=species:S:1:pos:R:3:mulliken_charge:R:1
C -2.71 0.23 1.80 -0.50
C -2.10 0.33 0.63 -0.53
H -2.60 1.05 2.50 0.22
H -3.32 -0.62 2.05 0.27
H -1.44 1.19 0.55 0.29
H -2.44 -0.17 -0.27 0.26
C 1.97 0.03 0.36 -0.71
C 0.80 -0.38 -1.79 0.04
N 1.84 -0.29 -1.07 -0.03
H 1.08 -0.26 0.91 0.36
H 2.87 -0.47 0.71 0.29
H 2.18 1.09 0.48 0.31
H -0.19 -0.37 -1.36 0.13
H 0.99 -0.63 -2.83 0.29
H 2.71 -0.03 -1.55 0.31
```

For the energy relative to the best compared isomer or geometry (same formula, charge and spin), the calculation gives 244.96 kJ/mol. The HOMO-LUMO gap is 0.2871 Ha. The total energy is -5791.319 eV. As for the net charge: +1.

=====

Record 11
Formula: C4H10N2
Source: OMol25
Level of theory: ωB97M-V/def2-TZVPD

```
16
Properties=species:S:1:pos:R:3:mulliken_charge:R:1
C 1.01 -0.62 1.14 -0.81
C 0.76 -0.73 -0.43 -0.94
C -0.49 -0.07 -0.99 0.06
C -0.59 1.26 -0.87 -2.73
N -1.55 2.13 -1.28 -1.09
N 0.12 -1.57 1.79 -0.53
H 0.75 0.40 1.40 0.61
H 2.04 -0.97 1.22 0.27
H 1.65 -0.23 -0.86 0.34
H 0.89 -1.78 -0.68 0.50
H -1.27 -0.61 -1.51 0.44
H 0.19 1.73 -0.28 0.48
H -2.41 1.84 -1.73 0.72
H -1.54 3.15 -1.27 1.28
H 0.34 -2.52 1.56 0.18
H 0.10 -1.41 2.79 0.22
```

For the energy relative to the best compared isomer or geometry (same formula, charge and spin), the calculation gives 75.00 kJ/mol. The HOMO-LUMO gap (alpha / beta) is 0.0898 / 0.2715 Ha. The total energy is -7287.683 eV. The expectation value of S² is 0.750. As for the net charge: -1. The spin multiplicity is 2.

=====

Record 12
Formula: C4H10N2
Source: OMol25
Level of theory: ωB97M-V/def2-TZVPD

```
16
Properties=species:S:1:pos:R:3:mulliken_charge:R:1
C -1.46 -0.56 -1.61 -1.65
C -0.92 0.54 -0.72 -0.73
C 0.29 0.09 0.11 1.78
C 0.24 -0.40 1.34 -3.00
N 1.19 -0.19 2.38 -0.38
N 1.46 0.66 -0.51 -1.40
H -1.79 -0.23 -2.61 0.45
H -2.12 -1.19 -1.00 0.52
H -0.62 -1.10 -2.10 0.44
H -1.60 0.90 0.02 0.19
H -0.63 1.43 -1.26 0.46
H -0.61 -1.02 1.48 0.06
H 2.14 -0.62 2.30 0.64
H 0.82 -0.57 3.24 1.00
H 1.39 1.41 -1.18 0.31
H 2.23 0.85 0.11 0.30
```

For the energy relative to the best compared isomer or geometry (same formula, charge and spin), the calculation gives 99.13 kJ/mol. The HOMO-LUMO gap (alpha / beta) is 0.0999 / 0.2753 Ha. The total energy is -7287.433 eV. The expectation value of S² is 0.751. As for the net charge: -1. The spin multiplicity is 2.